i.
Entry from the Open Molecules 2025 dataset: one molecule with the formula C4H5N (wB97M-V/def2-TZVPD).

Bonds (Å) are listed after each position.
Geometry (Å):
1 N -0.961 1.810 0.983  C4 1.172
2 C 0.028 -0.544 0.328  C3 1.502, C4 1.489, C5 1.493, H9 1.071
3 C 1.189 -0.601 -0.623  C2 1.502, C5 1.411, H8 1.073, H10 1.173
4 C -0.461 0.755 0.865  N1 1.172, C2 1.489
5 C -0.093 -0.941 -1.106  C2 1.493, C3 1.411, H6 1.091, H7 1.098
6 H -0.648 -0.201 -1.683  C5 1.091
7 H -0.291 -1.992 -1.354  C5 1.098
8 H 1.649 0.240 -1.106  C3 1.073
9 H 0.101 -1.227 1.151  C2 1.071
10 H 1.939 -1.502 -0.674  C3 1.173

Calculated values
**Highest occupied orbital energy**: -10.88 eV
**Kohn-Sham gap**: 11.852 eV
**Net charge**: 0
**SMILES string**: N#CC1CC1

These are the Löwdin partial charges, in e, on atoms 1 to 4:
1. N 0.13
2. C -0.26
3. C -0.17
4. C -0.17

=====

ii.
Entry from the Open Molecules 2025 dataset: one molecule with the formula C4H5N (wB97M-V/def2-TZVPD).

Bonds (Å) are listed after each position.
Geometry (Å):
1 N 1.125 -0.739 -0.521  C2 1.482, C3 1.418, H10 1.028
2 C 0.059 -0.196 0.354  N1 1.482, C3 1.485, C4 1.459, H8 1.075
3 C 1.201 0.621 -0.129  N1 1.418, C2 1.485, H6 1.099, H9 1.048
4 C -1.339 -0.200 -0.062  C2 1.459, C5 1.205
5 C -2.510 0.024 -0.241  C4 1.205, H7 1.060
6 H 1.076 1.332 -0.958  C3 1.099
7 H -3.567 0.042 -0.316  C5 1.060
8 H 0.217 -0.511 1.371  C2 1.075
9 H 1.972 0.969 0.491  C3 1.048
10 H 1.765 -1.342 0.010  N1 1.028

Calculated values
**Highest occupied orbital energy**: -9.66 eV
**Kohn-Sham gap**: 10.705 eV
**Net charge**: 0
**SMILES string**: C#C[C@@H]1CN1

These are the Löwdin partial charges, in e, on atoms 1 to 4:
1. N 0.00
2. C -0.31
3. C -0.17
4. C -0.08

=====

Pick i: it beats the second-best structure by 148.7 kJ/mol.

=====

i.
Entry from the Open Molecules 2025 dataset: one molecule with the formula C4H5N (wB97M-V/def2-TZVPD).

Bonds (Å) are listed after each position.
Geometry (Å):
1 N -1.101 0.236 -0.211  C2 1.401, C5 1.365, H10 0.992
2 C 0.018 1.074 -0.305  N1 1.401, C4 1.330, H7 1.059
3 C 0.700 -0.981 0.265  C4 1.512, C5 1.345, H6 1.032
4 C 1.153 0.422 -0.067  C2 1.330, C3 1.512, H8 0.995
5 C -0.645 -0.967 0.244  N1 1.365, C3 1.345, H9 1.041
6 H 1.446 -1.688 0.364  C3 1.032
7 H -0.171 2.101 -0.482  C2 1.059
8 H 1.974 0.983 -0.111  C4 0.995
9 H -1.354 -1.726 0.307  C5 1.041
10 H -2.020 0.547 -0.002  N1 0.992

Calculated values
**Highest occupied orbital energy**: -8.62 eV
**Kohn-Sham gap**: 9.740 eV
**Net charge**: 0
**SMILES string**: c1cc[nH]c1

These are the Löwdin partial charges, in e, on atoms 1 to 4:
1. N 0.01
2. C -0.16
3. C -0.06
4. C -0.06

=====

ii.
Entry from the Open Molecules 2025 dataset: one molecule with the formula C4H5N (wB97M-V/def2-TZVPD).

Bonds (Å) are listed after each position.
Geometry (Å):
1 N -1.036 0.424 -0.225  C2 1.575, C4 1.441, H8 1.018, H9 1.046
2 C -0.214 1.195 0.875  N1 1.575, C3 1.366
3 C 0.888 0.389 0.890  C2 1.366, C5 1.448, H6 1.082
4 C -0.225 -0.594 -0.844  N1 1.441, C5 1.346, H10 1.082
5 C 0.930 -0.614 -0.153  C3 1.448, C4 1.346, H7 1.085
6 H 1.677 0.523 1.619  C3 1.082
7 H 1.758 -1.289 -0.343  C5 1.085
8 H -1.667 0.967 -0.810  N1 1.018
9 H -1.532 0.188 0.665  N1 1.046
10 H -0.579 -1.188 -1.676  C4 1.082

Calculated values
**Highest occupied orbital energy**: -8.48 eV
**Kohn-Sham gap**: 9.292 eV
**Net charge**: 0

These are the Löwdin partial charges, in e, on atoms 1 to 4:
1. N -0.06
2. C -0.07
3. C -0.21
4. C -0.12

=====

Pick i: it beats the second-best structure by 275.3 kJ/mol.

=====

i.
Entry from the Open Molecules 2025 dataset: a 2-piece molecular cluster, C3H8N3O overall (wB97M-V/def2-TZVPD).

Bonds (Å) are listed after each position.
Geometry (Å):
1 O -1.240 2.844 -0.580  N2 1.332, H11 0.972
2 N -1.910 1.720 -0.330  O1 1.332, C5 1.238
3 N 1.415 -1.184 -0.139  C6 1.497, H12 1.017, H13 1.044
4 N -1.501 -0.553 0.285  C5 1.241, C7 1.262
5 C -1.392 0.618 -0.110  N2 1.238, N4 1.241
6 C 1.503 0.290 -0.389  N3 1.497, H8 1.145, H9 1.078, H10 1.037
7 C -1.140 -1.704 0.658  N4 1.262, H14 1.127, H15 1.071
8 H 2.344 0.801 0.196  C6 1.145
9 H 0.543 0.621 -0.026  C6 1.078
10 H 1.550 0.542 -1.393  C6 1.037
11 H -1.502 3.580 -0.003  O1 0.972
12 H 1.887 -1.826 -0.771  N3 1.017
13 H 1.666 -1.418 0.848  N3 1.044
14 H -2.005 -2.108 1.257  C7 1.127
15 H -0.218 -2.223 0.497  C7 1.071

Calculated values
**Highest occupied orbital energy**: -13.47 eV
**Kohn-Sham gap**: 7.282 eV
**Net charge**: +1

These are the Löwdin partial charges, in e, on atoms 1 to 4:
1. O 0.05
2. N 0.12
3. N -0.09
4. N 0.15

=====

ii.
Entry from the Open Molecules 2025 dataset: a 2-piece molecular cluster, C3H8N3O overall (wB97M-V/def2-TZVPD).

Bonds (Å) are listed after each position.
Geometry (Å):
1 O -0.232 1.649 0.057  C6 1.221
2 N -2.573 0.590 -0.035  H12 1.005, H13 1.045, H14 0.962, H15 1.055
3 N 1.958 0.763 0.045  C6 1.335, C7 1.456, H8 0.985
4 N -0.332 -1.499 -0.332  C5 1.251, H11 1.045
5 C 0.612 -0.775 0.053  N4 1.251, C6 1.553, C7 1.515
6 C 0.623 0.778 0.066  O1 1.221, N3 1.335, C5 1.553
7 C 2.123 -0.682 0.092  N3 1.456, C5 1.515, H9 1.166, H10 1.085
8 H 2.699 1.347 0.327  N3 0.985
9 H 2.843 -1.188 -0.672  C7 1.166
10 H 2.636 -0.873 1.029  C7 1.085
11 H 0.013 -2.424 -0.674  N4 1.045
12 H -2.530 -0.373 0.252  N2 1.005
13 H -1.697 1.069 0.274  N2 1.045
14 H -2.759 0.612 -0.979  N2 0.962
15 H -3.384 1.007 0.496  N2 1.055

Calculated values
**Highest occupied orbital energy**: -14.28 eV
**Kohn-Sham gap**: 10.538 eV
**Net charge**: +1

These are the Löwdin partial charges, in e, on atoms 1 to 4:
1. O 0.06
2. N 0.30
3. N 0.13
4. N 0.18

=====

iii.
Entry from the Open Molecules 2025 dataset: a 2-piece molecular cluster, C3H8N3O overall (wB97M-V/def2-TZVPD).

Bonds (Å) are listed after each position.
Geometry (Å):
1 O -2.064 -0.676 0.972  C7 1.180
2 N 1.128 -0.970 1.066  H10 0.973, H13 1.078, H14 1.092
3 N 0.001 -0.986 -1.590  C6 1.296, H8 1.015, H9 0.933
4 N -0.934 1.411 0.549  C5 1.481, C7 1.353, H11 1.092
5 C 0.024 1.379 -0.581  N4 1.481, C6 1.508, H12 1.101, H15 1.024
6 C -0.244 -0.103 -0.674  N3 1.296, C5 1.508, C7 1.617
7 C -1.306 0.111 0.526  O1 1.180, N4 1.353, C6 1.617
8 H -0.244 -1.968 -1.526  N3 1.015
9 H 0.467 -0.765 -2.367  N3 0.933
10 H 1.795 -1.645 0.853  N2 0.973
11 H -1.295 2.292 1.084  N4 1.092
12 H 1.047 1.660 -0.289  C5 1.101
13 H 1.612 -0.174 1.607  N2 1.078
14 H 0.414 -1.506 1.695  N2 1.092
15 H -0.401 1.940 -1.324  C5 1.024

Calculated values
**Highest occupied orbital energy**: -14.52 eV
**Kohn-Sham gap**: 9.875 eV
**Net charge**: +1

These are the Löwdin partial charges, in e, on atoms 1 to 4:
1. O 0.16
2. N 0.07
3. N 0.27
4. N 0.11

=====

Pick ii: it beats the second-best structure by 86.4 kJ/mol.

=====

i.
Entry from the Open Molecules 2025 dataset: an isolated ion of composition C3H8N3O and charge +1 (wB97M-V/def2-TZVPD).

Bonds (Å) are listed after each position.
Geometry (Å):
1 O 2.166 -0.144 0.490  C7 1.206
2 N 0.417 -1.871 -0.075  C6 1.516, H9 1.005, H11 0.986, H15 1.048
3 N 0.976 1.670 -0.155  C7 1.313, H10 1.047, H12 1.090
4 N -1.188 -0.225 0.586  C5 1.263, C6 1.464
5 C -1.962 0.753 0.380  N4 1.263, H13 1.077, H14 1.155
6 C -0.082 -0.464 -0.342  N2 1.516, N4 1.464, C7 1.572, H8 1.123
7 C 1.171 0.391 0.067  O1 1.206, N3 1.313, C6 1.572
8 H -0.327 -0.282 -1.423  C6 1.123
9 H 0.486 -2.477 -0.874  N2 1.005
10 H -0.044 1.846 -0.306  N3 1.047
11 H 0.020 -2.444 0.622  N2 0.986
12 H 1.674 2.421 0.214  N3 1.090
13 H -1.819 1.449 -0.429  C5 1.077
14 H -2.872 0.940 1.066  C5 1.155
15 H 1.386 -1.562 0.181  N2 1.048

Calculated values
**Highest occupied orbital energy**: -15.04 eV
**Kohn-Sham gap**: 11.318 eV
**Net charge**: +1
**SMILES string**: C=N[C@H]([NH3+])C(N)=O

These are the Löwdin partial charges, in e, on atoms 1 to 4:
1. O 0.11
2. N 0.24
3. N 0.20
4. N 0.03

=====

ii.
Entry from the Open Molecules 2025 dataset: an isolated ion of composition C3H8N3O and charge +1 (wB97M-V/def2-TZVPD).

Bonds (Å) are listed after each position.
Geometry (Å):
1 O 0.321 -0.438 1.336  N4 1.307, C5 1.470
2 N -0.811 1.996 -1.928  C6 1.321, H9 0.981, H13 1.050
3 N 0.263 1.598 0.098  C5 1.463, C6 1.288, H15 0.997
4 N 0.509 -1.426 0.501  O1 1.307, C7 1.377
5 C 1.087 0.762 0.971  O1 1.470, N3 1.463, H11 1.099, H12 1.107
6 C -0.055 1.284 -1.110  N2 1.321, N3 1.288
7 C -0.331 -2.513 0.582  N4 1.377, H8 1.140, H10 1.130, H14 1.051
8 H -0.352 -3.019 1.603  C7 1.140
9 H -0.939 2.966 -1.873  N2 0.981
10 H 0.060 -3.397 -0.003  C7 1.130
11 H 2.115 0.718 0.584  C5 1.099
12 H 1.141 1.529 1.769  C5 1.107
13 H -1.213 1.619 -2.822  N2 1.050
14 H -1.349 -2.277 0.471  C7 1.051
15 H -0.093 2.385 0.595  N3 0.997

Calculated values
**Highest occupied orbital energy (alpha / beta)**: -12.35 / -14.30 eV
**Kohn-Sham gap (alpha / beta)**: 5.378 / 10.037 eV
**Net charge**: +1

These are the Löwdin partial charges, in e, on atoms 1 to 4:
1. O -0.05
2. N 0.16
3. N 0.04
4. N 0.00

=====

Pick i: it beats the second-best structure by 511.6 kJ/mol.

=====

i.
Entry from the Open Molecules 2025 dataset: an isolated ion of composition C3H8N3O and charge +1 (wB97M-V/def2-TZVPD).

Bonds (Å) are listed after each position.
Geometry (Å):
1 O -1.004 -0.956 -0.957  N2 1.416, C6 1.383
2 N 0.288 -0.399 -0.802  O1 1.416, C5 1.698, C7 1.435
3 N 0.912 0.953 1.358  C5 1.294, H11 1.010, H12 1.013
4 N -0.777 -0.736 1.277  C5 1.296, C6 1.481, H15 1.011
5 C 0.146 0.055 0.828  N2 1.698, N3 1.294, N4 1.296
6 C -1.280 -1.637 0.215  O1 1.383, N4 1.481, H10 1.101, H13 1.092
7 C 0.523 0.676 -1.723  N2 1.435, H8 1.091, H9 1.091, H14 1.094
8 H 0.282 0.285 -2.714  C7 1.091
9 H 1.587 0.916 -1.696  C7 1.091
10 H -0.744 -2.596 0.288  C6 1.101
11 H 1.576 1.455 0.786  N3 1.010
12 H 0.909 1.145 2.353  N3 1.013
13 H -2.359 -1.788 0.277  C6 1.092
14 H -0.086 1.567 -1.546  C7 1.094
15 H -1.081 -0.836 2.237  N4 1.011

Calculated values
**Highest occupied orbital energy**: -13.81 eV
**Kohn-Sham gap**: 10.522 eV
**Net charge**: +1
**SMILES string**: CN1OCNC1=[NH2+]

These are the Löwdin partial charges, in e, on atoms 1 to 4:
1. O -0.06
2. N -0.04
3. N 0.25
4. N 0.15

=====

ii.
Entry from the Open Molecules 2025 dataset: an isolated ion of composition C3H8N3O and charge +1 (wB97M-V/def2-TZVPD).

Bonds (Å) are listed after each position.
Geometry (Å):
1 O 0.939 -2.360 -0.979  C7 1.296, H11 0.966
2 N -0.484 0.801 0.079  C5 1.340, C6 1.410, H12 0.978
3 N 0.664 2.729 -0.514  C5 1.324, H8 1.029, H9 0.980
4 N -0.831 -1.032 1.421  C6 1.456, H10 0.991, H13 0.981
5 C 0.480 1.421 -0.614  N2 1.340, N3 1.324
6 C -0.699 -0.592 0.039  N2 1.410, N4 1.456, C7 1.523, H14 1.204
7 C 0.604 -1.275 -0.354  O1 1.296, C6 1.523, H15 1.118
8 H 1.508 3.129 -0.944  N3 1.029
9 H 0.146 3.236 0.146  N3 0.980
10 H 0.001 -1.147 1.946  N4 0.991
11 H 0.249 -2.611 -1.606  O1 0.966
12 H -1.081 1.478 0.457  N2 0.978
13 H -1.562 -1.681 1.507  N4 0.981
14 H -1.520 -1.038 -0.720  C6 1.204
15 H 1.585 -1.057 0.135  C7 1.118

Calculated values
**Highest occupied orbital energy (alpha / beta)**: -12.58 / -12.58 eV
**Kohn-Sham gap (alpha / beta)**: 7.309 / 7.309 eV
**Net charge**: +1

These are the Löwdin partial charges, in e, on atoms 1 to 4:
1. O 0.20
2. N 0.01
3. N 0.11
4. N 0.13

=====

Pick i: it beats the second-best structure by 140.3 kJ/mol.